DFT (ωB97M-V with the def2-TZVPD basis set) results for a molecular structure, C21H26CeIN3 in a non-equilibrium geometry.

Each line ends with the Mulliken charge.
CARTESIAN COORDINATES (ANGSTROEM)
C (0.721, 3.688, 0.323)  -0.976
C (2.891, -0.752, 1.092)  -1.570
H (0.137, 3.822, -0.589)  0.417
H (1.695, 3.213, 0.189)  0.343
H (0.972, 4.690, 0.715)  0.386
H (3.619, -0.542, 0.272)  0.609
H (3.210, -0.177, 1.995)  0.449
H (2.946, -1.798, 1.409)  0.393
C (-2.274, 1.157, -0.666)  0.247
C (-3.538, 0.899, -1.200)  -0.831
C (-3.675, -0.130, -2.133)  -0.608
C (-2.534, -0.842, -2.482)  -0.703
H (-2.109, 1.990, 0.025)  -0.004
H (-4.382, 1.500, -0.870)  0.431
H (-4.641, -0.369, -2.576)  0.456
H (-2.601, -1.616, -3.240)  0.380
N (-1.172, 0.427, -0.932)  0.080
C (-1.302, -0.601, -1.819)  0.684
C (-0.172, -1.533, -1.951)  0.632
N (0.962, -1.322, -1.194)  0.268
C (1.878, -2.315, -1.186)  -0.006
C (0.612, -3.708, -2.677)  -0.575
C (1.736, -3.521, -1.871)  -1.044
H (2.761, -2.150, -0.584)  0.448
H (2.523, -4.260, -1.754)  0.478
C (-0.330, -2.693, -2.739)  -0.828
H (-1.217, -2.801, -3.359)  0.321
H (0.486, -4.622, -3.250)  0.474
Ce (1.213, 0.707, 0.532)  1.191
I (-0.583, 3.078, 1.967)  0.236
C (-1.461, 0.429, 4.510)  -0.698
N (-0.106, 0.580, 4.949)  0.192
C (0.161, 0.255, 6.317)  -0.890
C (0.952, 0.416, 3.977)  -0.868
C (0.753, -0.871, 3.238)  0.228
C (1.227, -2.056, 3.845)  -0.339
C (0.925, -3.276, 3.253)  -0.890
C (0.127, -3.315, 2.107)  -0.557
C (-0.320, -2.129, 1.494)  -0.797
C (0.124, -0.914, 1.988)  1.334
H (-2.110, 0.713, 5.349)  0.384
H (-1.705, -0.606, 4.212)  0.237
H (-1.653, 1.089, 3.646)  -0.011
H (0.175, -0.837, 6.500)  0.321
H (1.136, 0.668, 6.608)  0.307
H (-0.639, 0.693, 6.930)  0.338
H (0.916, 1.292, 3.282)  -0.709
H (1.909, 0.435, 4.523)  0.663
H (1.830, -1.977, 4.754)  0.509
H (1.319, -4.189, 3.701)  0.426
H (-0.140, -4.284, 1.676)  0.449
H (-0.979, -2.199, 0.623)  0.594

Results
HOMO-LUMO gap (spin up / spin down) = 5.0 / 5.0 eV
molar mass = 587.480 Da
charge = +2
2S+1 = 1

---

DFT (ωB97M-V with the def2-TZVPD basis set) results for a molecular structure, C21H26F5N9OPPdS in a non-equilibrium geometry.

Each line ends with the Mulliken charge.
CARTESIAN COORDINATES (ANGSTROEM)
Pd (0.109, 0.586, 0.054)  -1.228
N (2.850, 3.529, 2.266)  -0.286
C (2.194, 2.579, 1.638)  0.541
S (0.584, 2.818, 1.110)  -0.326
N (2.931, 1.433, 1.466)  -0.959
N (2.315, 0.471, 0.845)  0.984
C (3.060, -0.573, 0.572)  -0.858
C (2.456, -1.758, 0.020)  0.765
C (3.264, -2.835, -0.330)  -0.808
C (2.671, -3.972, -0.861)  -0.510
C (1.298, -3.988, -1.004)  -0.959
C (0.561, -2.863, -0.622)  -0.051
N (1.112, -1.768, -0.129)  0.235
H (2.438, 4.437, 2.421)  0.251
H (3.812, 3.379, 2.544)  0.276
H (4.128, -0.547, 0.776)  0.434
H (4.335, -2.779, -0.180)  0.475
H (3.272, -4.825, -1.145)  0.476
H (0.789, -4.859, -1.396)  0.474
H (-0.520, -2.867, -0.710)  0.536
C (-3.679, 1.157, 4.109)  -0.758
N (-4.039, 1.599, 2.677)  0.077
C (-4.915, 0.506, 2.036)  -0.723
N (-4.258, -0.752, 2.091)  0.205
C (-3.940, -1.114, 3.475)  -0.886
N (-3.055, -0.117, 4.078)  0.205
C (-1.707, -0.116, 3.520)  -1.169
P (-1.748, 0.314, 1.703)  2.295
C (-2.800, 1.837, 1.863)  -1.409
C (-3.099, -0.864, 1.207)  -1.156
H (-4.610, 1.120, 4.672)  0.353
H (-3.026, 1.920, 4.529)  0.385
H (-4.577, 2.467, 2.722)  0.370
H (-5.109, 0.814, 1.010)  0.370
H (-5.848, 0.482, 2.595)  0.346
H (-3.465, -2.092, 3.501)  0.375
H (-4.862, -1.162, 4.052)  0.313
H (-1.257, -1.100, 3.648)  0.468
H (-1.081, 0.605, 4.047)  0.476
H (-3.069, 2.168, 0.861)  0.602
H (-2.219, 2.629, 2.335)  0.558
H (-2.714, -1.883, 1.266)  0.426
H (-3.382, -0.679, 0.171)  0.489
F (2.005, 1.534, -2.311)  -0.283
C (1.074, 0.792, -2.840)  1.285
C (0.085, 0.206, -2.066)  -1.056
C (-0.814, -0.514, -2.790)  1.224
F (-1.843, -1.105, -2.210)  -0.350
C (-0.750, -0.691, -4.234)  0.067
F (-1.654, -1.398, -4.830)  -0.215
C (0.266, -0.104, -4.967)  0.838
F (0.339, -0.259, -6.267)  -0.236
C (1.187, 0.653, -4.285)  0.198
F (2.153, 1.241, -4.922)  -0.221
C (-0.892, 4.315, -3.719)  -1.115
N (-0.912, 3.622, -2.431)  -0.076
C (-1.781, 2.672, -2.052)  0.036
N (-2.748, 2.315, -2.932)  -0.252
O (-1.696, 2.122, -0.931)  -0.229
H (0.086, 4.769, -3.857)  0.360
H (-1.642, 5.104, -3.771)  0.334
H (-1.051, 3.616, -4.541)  0.359
H (-0.252, 3.897, -1.723)  0.253
H (-2.924, 2.830, -3.778)  0.191
H (-3.426, 1.632, -2.648)  0.214

Results
ΔE to the lowest compared entry with this formula, charge and spin = 19.7 kcal/mol
HOMO-LUMO gap (spin up / spin down) = 7.9 / 5.1 eV
molar mass = 684.952 Da
charge = +3
2S+1 = 5

---

DFT (ωB97M-V with the def2-TZVPD basis set) results for 2 unconnected molecules or ions with the total composition C21H26N2O2S in a non-equilibrium geometry.

Each line ends with the Mulliken charge.
CARTESIAN COORDINATES (ANGSTROEM)
C (1.781, -1.321, 4.026)  -1.446
C (2.424, -0.413, 2.979)  2.451
C (3.834, -0.020, 3.422)  -2.216
C (2.500, -1.111, 1.622)  -1.201
C (1.573, 0.825, 2.818)  -1.195
N (2.060, 2.070, 3.003)  0.060
C (1.074, 3.032, 2.804)  -0.515
C (-0.108, 2.353, 2.471)  0.226
C (-1.217, 3.110, 2.109)  -0.083
C (-1.157, 4.505, 2.199)  -0.858
C (0.020, 5.159, 2.598)  -0.539
C (1.172, 4.415, 2.882)  -0.777
C (0.183, 0.910, 2.515)  1.281
C (-0.740, -0.128, 2.395)  0.053
C (-2.108, 0.043, 2.732)  0.731
C (-2.562, 0.970, 3.721)  -0.439
C (-3.911, 1.242, 3.874)  -0.661
C (-4.860, 0.622, 3.048)  1.218
C (-6.304, 1.001, 3.138)  -1.424
C (-4.444, -0.386, 2.169)  -1.124
C (-3.104, -0.697, 2.041)  -0.680
H (0.801, -1.693, 3.704)  0.336
H (2.434, -2.185, 4.209)  0.406
H (1.655, -0.771, 4.969)  0.298
H (4.333, 0.607, 2.671)  0.392
H (3.823, 0.496, 4.390)  0.410
H (4.422, -0.939, 3.538)  0.445
H (2.757, -0.386, 0.837)  0.311
H (3.272, -1.891, 1.644)  0.414
H (1.544, -1.574, 1.347)  0.200
H (3.016, 2.310, 3.241)  0.292
H (-2.113, 2.613, 1.753)  0.610
H (-2.039, 5.096, 1.958)  0.401
H (0.043, 6.248, 2.667)  0.385
H (2.110, 4.882, 3.179)  0.389
H (-0.447, -1.160, 1.970)  -0.126
H (-1.836, 1.485, 4.353)  0.466
H (-4.251, 1.962, 4.622)  0.403
H (-6.897, 0.422, 2.424)  0.360
H (-6.680, 0.791, 4.147)  0.327
H (-6.497, 2.063, 2.937)  0.324
H (-5.187, -0.918, 1.570)  0.328
H (-2.788, -1.506, 1.385)  0.331
C (0.234, -4.956, 1.141)  -1.065
S (-0.918, -3.667, 1.646)  1.218
N (-0.368, -2.292, 1.014)  -0.574
O (-2.182, -4.056, 1.044)  -0.688
O (-0.837, -3.524, 3.093)  -0.674
H (-0.275, -5.907, 1.322)  0.385
H (0.441, -4.874, 0.069)  0.291
H (1.155, -4.924, 1.727)  0.294
H (-0.792, -2.152, 0.092)  0.250

Results
ΔE to the lowest compared entry with this formula, charge and spin = 83.4 kcal/mol
HOMO-LUMO gap = 6.5 eV
molar mass = 370.518 Da
2S+1 = 1

---

DFT (ωB97M-V with the def2-TZVPD basis set) results for a single C21H26N2O5S molecule.

Each line ends with the Mulliken charge.
CARTESIAN COORDINATES (ANGSTROEM)
C (-3.315, 0.243, 1.821)  -0.991
C (-3.293, 1.726, 2.172)  -0.792
C (-2.555, 2.580, 1.127)  0.345
O (-3.240, 2.451, -0.103)  -0.568
C (-2.970, 3.352, -1.102)  0.684
C (-3.831, 3.312, -2.197)  -0.551
C (-3.639, 4.167, -3.263)  -0.441
C (-2.590, 5.072, -3.250)  -0.507
C (-1.733, 5.108, -2.166)  -0.746
C (-1.912, 4.252, -1.092)  -0.193
C (-1.089, 2.129, 1.049)  0.071
O (-0.265, 2.515, 1.848)  -0.702
N (-0.871, 1.255, 0.033)  0.342
C (0.299, 0.592, -0.325)  0.608
C (0.219, -0.362, -1.342)  -0.741
C (1.342, -1.070, -1.718)  -0.525
C (2.542, -0.819, -1.083)  0.162
S (3.977, -1.782, -1.504)  1.321
O (3.759, -2.426, -2.770)  -0.700
O (5.162, -0.995, -1.319)  -0.749
N (3.999, -2.919, -0.271)  -0.173
C (3.265, -4.146, -0.480)  -1.056
C (2.110, -4.307, 0.523)  0.203
C (2.569, -4.275, 1.988)  -0.808
C (1.417, -3.556, 2.683)  -0.599
C (0.997, -2.574, 1.593)  -0.069
O (1.148, -3.270, 0.369)  -0.356
C (2.642, 0.134, -0.089)  -1.007
C (1.522, 0.848, 0.294)  -0.442
H (-3.913, -0.297, 2.551)  0.460
H (-3.758, 0.095, 0.839)  0.232
H (-2.311, -0.176, 1.826)  0.082
H (-2.801, 1.879, 3.133)  0.415
H (-4.317, 2.097, 2.242)  0.412
H (-2.566, 3.625, 1.465)  0.450
H (-4.645, 2.603, -2.187)  0.412
H (-4.314, 4.130, -4.105)  0.386
H (-2.441, 5.744, -4.082)  0.392
H (-0.909, 5.805, -2.149)  0.385
H (-1.221, 4.292, -0.264)  0.345
H (-1.689, 1.028, -0.522)  0.079
H (-0.729, -0.549, -1.825)  0.413
H (1.307, -1.814, -2.497)  0.497
H (4.927, -3.014, 0.103)  0.310
H (3.919, -5.020, -0.405)  0.416
H (2.852, -4.107, -1.491)  0.421
H (1.604, -5.257, 0.291)  0.329
H (2.754, -5.272, 2.380)  0.434
H (3.479, -3.680, 2.066)  0.245
H (1.712, -3.057, 3.602)  0.363
H (0.605, -4.253, 2.896)  0.285
H (-0.044, -2.253, 1.665)  0.191
H (1.646, -1.688, 1.603)  0.048
H (3.603, 0.310, 0.367)  0.435
H (1.579, 1.591, 1.073)  0.544

Results
ΔE to the lowest compared entry with this formula, charge and spin = 58.0 kcal/mol
HOMO-LUMO gap = 9.4 eV
molar mass = 418.515 Da
2S+1 = 1